2 unconnected molecules or ions with the total composition C4H5NO7P2 in a non-equilibrium geometry. Source: the OMol25 dataset; level of theory: the ωB97M-V functional and the def2-TZVPD basis.

Calculated values
- Energy relative to the best compared isomer or geometry (same formula, charge and spin): 0.0 kcal/mol
- Gap between HOMO and LUMO: 0.3201 hartree
- DFT total energy: -1419.819342 hartree
- E_LUMO: 5.9 eV
- Charge: -2

Positions of all 19 atoms, in Å:
C 0.26482 -0.67560 1.66006
C 1.08768 -0.13883 2.68567
C -0.51737 -0.07498 0.78507
C 2.02958 0.13755 -1.45616
N 2.68289 -0.81012 -1.33870
O 1.56929 2.40117 -2.82630
O -0.35631 0.99858 -2.23922
O 1.04131 2.28556 -0.30572
O 1.36953 -0.64895 3.75821
O -2.64484 -1.52519 1.21059
O -1.42527 -2.14823 -0.91269
O -2.60872 0.19494 -0.90070
P -1.99084 -0.87401 0.03276
P 0.97296 1.65582 -1.65143
H -0.04883 -1.71475 1.87932
H 1.51215 0.93672 2.48008
H -0.49080 0.99592 0.65303
H -1.28242 -1.89074 -1.84346
H -1.16482 0.89514 -1.67041